(1)
Entry from the Open Molecules 2025 dataset: 2 unconnected molecules or ions with the total composition C4H8NO3 at a distorted geometry (ωB97M-V/def2-TZVPD).

```
16
Properties=species:S:1:pos:R:3:mulliken_charge:R:1
C 2.075 -0.384 1.240 -0.8563
C 1.194 -1.604 1.238 0.5635
O 1.608 -2.711 1.585 -0.7159
N -0.052 -1.406 0.778 -0.2656
H -0.698 -2.170 0.869 0.1767
H -0.403 -0.466 0.536 0.3348
H 2.870 -0.489 1.960 0.3037
H 1.503 0.524 1.409 0.3258
H 2.468 -0.319 0.226 0.1901
C -0.409 1.031 -2.186 -0.8325
C -1.271 1.526 -1.031 0.5159
O -2.226 2.277 -1.280 -0.7137
O -0.898 1.109 0.114 -0.7825
H -0.813 1.169 -3.195 0.2952
H -0.186 -0.035 -2.123 0.2336
H 0.602 1.420 -2.215 0.2272
```

Calculated values
gap between HOMO and LUMO: 8.542 eV
highest occupied orbital energy: -4.73 eV
spin multiplicity: 1
electronic energy: -437.80019 Eh
E_LUMO: 0.1400 hartree
charge: -1

=====

(2)
Entry from the Open Molecules 2025 dataset: a single C4H6N2O molecule at a distorted geometry (ωB97M-V/def2-TZVPD).

```
13
Properties=species:S:1:pos:R:3:mulliken_charge:R:1
N -1.863 -0.411 0.809 -0.6385
C -0.558 -0.225 0.327 -0.1523
N 0.432 -1.173 0.548 0.0807
C 1.569 -0.829 -0.072 -0.4076
C 1.389 0.419 -0.716 -0.5457
C -0.002 0.694 -0.505 0.4896
O -0.601 1.820 -0.969 -0.5101
H -2.416 -0.731 0.021 0.2684
H -2.251 0.483 1.093 0.2906
H 0.308 -1.936 1.197 0.2407
H 2.416 -1.511 -0.069 0.4061
H 1.587 1.239 -0.003 0.1187
H -0.010 2.162 -1.659 0.3596
```

Calculated values
SMILES: Nc1[nH]ccc1O
gap between HOMO and LUMO: 8.910 eV
highest occupied orbital energy: -8.04 eV
spin multiplicity: 1
electronic energy: -340.68022 Eh
E_LUMO: 0.0319 hartree

=====

(3)
Entry from the Open Molecules 2025 dataset: a gas-phase ion, C2H3O2 (charge +1) at a distorted geometry (ωB97M-V/def2-TZVPD).

```
7
Properties=species:S:1:pos:R:3:mulliken_charge:R:1
C 1.779 0.552 0.954 0.3349
C -0.269 -0.428 -0.504 0.1182
O 2.935 0.630 0.978 -0.1349
O 0.989 -0.304 -0.274 -0.2064
H 0.917 0.834 1.604 0.3062
H -0.480 -0.693 -1.474 0.3001
H -1.081 -0.337 0.133 0.2818
```

Calculated values
gap between HOMO and LUMO: 10.875 eV
highest occupied orbital energy: -18.03 eV
spin multiplicity: 1
electronic energy: -228.10229 Eh
E_LUMO: -0.2630 hartree
charge: +1

=====

(4)
Entry from the Open Molecules 2025 dataset: a molecular structure, C12H9N2O4ReS2 at a distorted geometry (ωB97M-V/def2-TZVPD).

```
30
Properties=species:S:1:pos:R:3:mulliken_charge:R:1
Re -0.067 -0.125 0.000 1.0521
C 3.420 -2.014 0.000 -1.1049
C 3.197 -0.549 0.000 0.3586
N 2.035 0.112 0.000 -0.2970
C 2.344 1.471 0.000 0.4467
C 3.692 1.620 0.000 0.0568
N 4.194 0.347 0.000 -0.0081
C 4.628 2.791 0.000 0.4584
O 4.084 3.982 0.000 -0.4964
O 5.807 2.570 0.000 -0.5536
C 1.210 2.433 0.000 0.7648
O 1.382 3.625 0.000 -0.6977
O 0.053 1.803 0.000 -0.6281
H 2.480 -2.552 0.000 0.1009
H 3.991 -2.306 0.882 0.3428
H 3.991 -2.306 -0.882 0.3429
H 5.189 0.153 0.000 0.2578
H 3.100 3.982 0.000 0.4354
S -2.396 -0.126 0.000 -0.2783
C -2.829 -1.798 0.000 0.6507
C -4.179 -2.169 0.000 -0.6189
C -4.525 -3.501 0.000 -0.5158
C -3.541 -4.502 0.000 -0.5713
C -2.210 -4.163 0.000 -0.6395
C -1.841 -2.811 0.000 0.8334
S -0.162 -2.399 0.000 -0.3365
H -4.935 -1.396 0.000 0.4335
H -5.569 -3.781 0.000 0.3906
H -3.827 -5.544 0.000 0.3909
H -1.435 -4.918 0.000 0.4299
```

Calculated values
gap between HOMO and LUMO (alpha / beta): 5.322 / 6.955 eV
highest occupied orbital energy (alpha / beta): -11.97 / -12.62 eV
spin multiplicity: 4
expectation value of S²: 4.246
electronic energy: -1747.64179 Eh
E_LUMO (alpha / beta): -0.2443 / -0.2083 hartree
charge: +1